{
  "formula": "C5H11N",
  "method": "ωB97M-V/def2-TZVPD",
  "max_force_ev_per_a": 0.94,
  "smiles": "C=NCC(C)C",
  "e_above_lowest_ev": 1.1215,
  "symbols": ["C", "C", "C", "N", "C", "C", "H", "H", "H", "H", "H", "H", "H", "H", "H", "H", "H"],
  "xyz": [[1.1070, -0.3654, 1.3913], [0.3922, -0.6374, 0.0689], [1.3143, -1.0545, -1.0537], [-1.5789, 0.6095, 0.4790], [-0.4433, 0.5233, -0.4168], [-2.4518, 1.4555, 0.1633], [1.6027, 0.6118, 1.3803], [0.4197, -0.3810, 2.2453], [1.8720, -1.1292, 1.5636], [-0.3449, -1.4334, 0.2516], [2.0289, -0.2501, -1.2598], [0.7262, -1.2278, -1.9641], [1.8551, -1.9682, -0.8031], [-0.8668, 0.2256, -1.3890], [0.0842, 1.4764, -0.6164], [-2.2520, 2.2857, -0.5222], [-3.4645, 1.2592, 0.4819]],
  "atomic_forces_ev_per_a": [[0.103, 0.024, 0.017], [0.110, -0.101, 0.004], [0.201, -0.069, -0.093], [-0.733, -0.001, -0.489], [0.021, -0.112, -0.041], [-0.161, -0.048, -0.016], [0.024, -0.094, -0.030], [0.052, 0.058, -0.253], [-0.067, 0.082, 0.053], [0.233, 0.047, -0.102], [0.083, -0.174, -0.059], [0.228, -0.051, 0.104], [0.100, 0.060, -0.098], [0.164, 0.089, 0.154], [0.067, -0.265, 0.456], [-0.172, -0.087, -0.249], [-0.254, 0.641, 0.642]],
  "lowdin_charge": [-0.078, -0.466, -0.092, -0.022, -0.259, -0.067, 0.078, 0.073, 0.072, 0.133, 0.083, 0.076, 0.076, 0.118, 0.133, 0.078, 0.064]
}